The following is a quantum chemistry calculation of C16H24N4O4S in the gas phase, from OMol25.

```
49
Properties=species:S:1:pos:R:3:mulliken_charge:R:1
C 2.206 -2.706 4.114 -0.891
H 2.850 -2.791 4.987 0.240
O 2.890 -1.865 3.220 -0.443
C 2.309 -1.580 2.025 0.311
C 1.078 -2.056 1.599 -0.619
C 0.563 -1.692 0.354 -0.142
C 1.300 -0.856 -0.486 -0.157
C 2.535 -0.392 -0.080 0.903
C 3.048 -0.739 1.178 0.569
O 4.256 -0.278 1.582 -0.638
H 4.612 0.277 0.873 0.361
O 3.365 0.421 -0.821 -0.531
C 2.987 0.717 -2.143 -0.702
H 2.864 -0.195 -2.735 0.359
H 3.802 1.310 -2.555 0.260
H 2.062 1.301 -2.176 0.143
H 0.881 -0.597 -1.442 0.350
C -0.733 -2.176 -0.053 -0.696
N -1.336 -1.675 -1.060 0.094
N -2.536 -2.142 -1.416 -0.409
C -3.351 -1.604 -2.360 0.041
N -3.054 -0.450 -2.992 -0.169
H -3.802 -0.144 -3.599 0.269
C -2.133 0.566 -2.531 -0.889
H -2.027 1.295 -3.335 0.400
C -2.604 1.235 -1.223 -0.898
N -1.477 1.505 -0.352 0.683
C -0.745 2.698 -0.735 -0.736
H -0.430 2.604 -1.777 0.418
C 0.485 2.843 0.162 -0.251
H 1.021 3.768 -0.062 0.396
O 0.124 2.913 1.520 -0.458
C -0.585 1.756 1.892 -0.116
H -0.839 1.877 2.947 0.379
C -1.849 1.588 1.049 -0.892
H -2.353 0.663 1.335 0.450
H -2.527 2.439 1.241 0.295
H 0.052 0.867 1.763 -0.066
H 1.149 1.982 0.007 0.004
H -1.372 3.603 -0.637 0.284
H -3.261 0.534 -0.702 0.534
H -3.191 2.144 -1.438 0.400
H -1.171 0.097 -2.329 0.311
S -4.739 -2.430 -2.732 -0.451
H -2.922 -2.970 -0.955 0.248
H -1.183 -2.979 0.543 0.366
H 0.496 -2.706 2.232 0.404
H 1.244 -2.278 4.415 0.346
H 2.043 -3.702 3.687 0.336
```

Properties
Multiplicity = 1
SMILES = COc1cc(/C=N/NC(=S)NCCN2CCOCC2)cc(OC)c1O
E_tot = -41965.14225 eV
Relative energy (zero: lowest compared OMol25 entry of this formula, charge and spin) = 4.245 eV
E_LUMO = 0.2 eV
Orbital gap = 0.29206 Ha



The following is a quantum chemistry calculation of a molecular structure, C16H24N7O2RhS, from OMol25.

```
51
Properties=species:S:1:pos:R:3:mulliken_charge:R:1
Rh -1.484 -0.260 -0.671 0.537
N 7.046 -0.647 1.002 -0.442
C 5.787 -0.400 0.605 1.154
C 5.248 0.907 0.715 -0.900
C 3.969 1.158 0.294 -0.218
C 3.207 0.122 -0.248 -0.156
C 3.719 -1.173 -0.365 -0.562
C 4.991 -1.440 0.063 -0.844
S 1.653 0.484 -0.962 1.464
O 1.404 1.905 -0.877 -0.825
O 1.562 -0.147 -2.246 -0.732
N 0.509 -0.278 -0.082 0.104
C 0.299 -0.086 1.263 0.506
N -1.023 -0.239 1.501 0.112
C -1.476 -0.040 2.742 -0.112
C -0.594 0.268 3.752 -0.699
C 0.752 0.387 3.406 -0.190
N 1.208 0.222 2.167 -0.431
H 7.631 0.080 1.371 0.201
H 7.452 -1.561 0.918 0.200
H 5.865 1.696 1.123 0.323
H 3.540 2.148 0.359 0.489
H 3.113 -1.948 -0.817 0.435
H 5.415 -2.432 -0.029 0.312
H -2.539 -0.153 2.913 0.484
H -0.933 0.411 4.766 0.422
H 1.494 0.637 4.155 0.464
N -3.490 -0.589 -1.320 -0.493
C -4.538 0.475 -1.439 -0.842
C -4.337 1.552 -0.379 -0.135
C -3.663 2.811 -0.906 -0.899
C -2.372 2.574 -1.669 -0.698
N -1.362 1.814 -0.883 -0.409
H -3.409 -1.091 -2.204 0.351
H -3.831 -1.280 -0.655 0.363
H -5.519 0.012 -1.346 0.364
H -4.478 0.881 -2.449 0.434
H -3.734 1.124 0.429 0.069
H -5.292 1.815 0.074 0.396
H -3.470 3.490 -0.071 0.373
H -4.340 3.345 -1.576 0.356
H -1.941 3.538 -1.943 0.407
H -2.533 2.028 -2.601 0.412
H -1.237 2.272 0.020 0.294
H -0.443 1.923 -1.329 0.400
C -1.284 -4.874 -1.165 -0.915
C -1.352 -3.438 -0.964 0.355
N -1.393 -2.307 -0.799 -0.233
H -0.378 -5.261 -0.700 0.305
H -1.265 -5.091 -2.232 0.321
H -2.155 -5.346 -0.711 0.329
```

Properties
Multiplicity = 1
E_tot = -45335.77252 eV
Relative energy (zero: lowest compared OMol25 entry of this formula, charge and spin) = 0.482 eV
E_LUMO (spin up / spin down) = -9.0 / -9.0 eV
Orbital gap (spin up / spin down) = 0.13664 / 0.13436 Ha
Charge = +2



The following is a quantum chemistry calculation of a molecular structure, C16H24N8, from OMol25.

```
48
Properties=species:S:1:pos:R:3:mulliken_charge:R:1
C 0.489 0.197 -0.324 3.062
C 1.205 -1.059 -0.520 -1.582
N 1.762 -2.049 -0.726 -0.673
H 0.100 0.275 0.691 -0.139
H -0.319 0.349 -1.040 -2.828
H 1.245 0.968 -0.469 1.329
C 1.787 -2.261 1.547 0.121
C 1.041 -3.362 2.164 0.017
N 0.465 -4.229 2.659 -0.565
H 2.758 -2.158 2.029 0.426
H 1.250 -1.330 1.729 -0.252
H 1.875 -2.523 0.492 0.151
C 3.723 0.114 0.936 -1.608
C 2.410 0.671 1.221 0.823
N 1.362 1.041 1.457 -0.187
H 4.114 -0.478 1.763 0.380
H 4.393 0.967 0.825 0.407
H 3.724 -0.587 0.102 0.427
C -2.561 -2.243 -2.300 -1.204
C -1.233 -1.546 -2.088 0.602
N -0.247 -0.987 -1.849 -0.547
H -2.465 -3.253 -2.697 0.428
H -3.091 -1.687 -3.073 0.309
H -3.100 -2.303 -1.355 0.402
C -0.473 1.267 -2.989 -0.677
C -1.716 1.237 -2.260 0.715
N -2.692 1.209 -1.630 -0.561
H 0.397 0.828 -2.500 0.337
H -0.308 2.336 -3.129 0.453
H -0.553 0.790 -3.965 0.433
C 0.266 2.495 -0.174 -0.722
C 1.207 3.623 -0.345 0.130
N 1.968 4.499 -0.453 -0.726
H 0.389 2.104 0.836 0.739
H 0.525 1.687 -0.858 0.128
H -0.764 2.804 -0.349 0.565
C -2.986 -0.027 -0.023 -1.069
C -1.855 0.780 0.339 1.109
N -0.968 1.494 0.642 -0.598
H -2.495 -0.876 -0.499 -0.549
H -3.683 0.556 -0.624 0.485
H -3.550 -0.340 0.856 0.488
C -0.549 0.599 2.946 -1.252
C -0.613 -0.584 2.099 0.546
N -0.697 -1.502 1.415 -0.415
H -1.054 1.506 2.613 0.281
H 0.515 0.819 3.033 0.342
H -0.999 0.168 3.841 0.520
```

Properties
Multiplicity = 1
E_tot = -28877.78884 eV
Relative energy (zero: lowest compared OMol25 entry of this formula, charge and spin) = 22.345 eV
E_LUMO = 0.3 eV
Orbital gap = 0.32920 Ha



The following is a quantum chemistry calculation of C16H24O5 in the gas phase, from OMol25.

```
45
Properties=species:S:1:pos:R:3:mulliken_charge:R:1
C 5.956 0.647 -0.168 -0.790
H 6.465 0.198 0.692 0.294
O 4.691 0.051 -0.364 -0.312
C 3.800 0.257 0.701 -0.230
O 3.464 1.605 0.863 -0.411
C 2.737 2.201 -0.200 -0.390
H 3.216 2.000 -1.162 0.292
H 2.756 3.271 0.000 0.319
H 1.705 1.848 -0.219 -0.045
C 2.598 -0.691 0.532 -0.531
C 2.118 -0.806 -0.900 -0.154
C 0.713 -0.716 -1.329 -0.329
C -0.461 -0.450 -0.392 -0.319
O -0.181 0.684 0.395 -0.582
H -0.693 0.576 1.214 0.395
H -1.343 -0.236 -1.019 0.306
C -0.791 -1.659 0.519 0.558
C -1.359 -2.822 -0.282 -1.633
H -1.672 -3.620 0.388 0.411
H -0.577 -3.201 -0.934 0.480
H -2.200 -2.508 -0.894 0.278
H 0.136 -1.985 1.005 0.372
O -1.587 -1.225 1.616 -0.453
C -2.996 -1.140 1.453 -1.099
C -3.457 -0.006 0.570 0.716
C -4.133 -0.251 -0.619 -0.238
C -4.528 0.798 -1.430 -0.598
C -4.248 2.103 -1.064 -0.450
C -3.586 2.357 0.126 -0.791
C -3.199 1.309 0.940 -0.134
H -2.696 1.509 1.875 0.522
H -3.373 3.373 0.421 0.398
H -4.551 2.921 -1.701 0.392
H -5.053 0.595 -2.352 0.394
H -4.356 -1.268 -0.910 0.314
H -3.401 -2.091 1.091 0.386
H -3.358 -0.979 2.474 0.395
O 1.381 -1.944 -1.264 -0.561
H 0.539 -0.363 -2.344 0.528
H 2.873 -0.531 -1.632 0.728
H 1.806 -0.334 1.189 0.176
H 2.912 -1.685 0.857 0.401
H 4.301 0.016 1.656 0.415
H 5.865 1.724 -0.004 0.314
H 6.525 0.456 -1.075 0.267
```

Properties
Multiplicity = 1
SMILES = COC(C[C@H]1O[C@H]1[C@H](O)[C@H](C)OCc1ccccc1)OC
E_tot = -27216.60086 eV
Relative energy (zero: lowest compared OMol25 entry of this formula, charge and spin) = 1.495 eV
E_LUMO = 0.8 eV
Orbital gap = 0.37699 Ha



- Look up the E_tot of the second one.
  -45335.77252 eV